The following is a DFT calculation (ωB97M-V/def2-TZVPD) of a single C21H23ClN2O6S molecule.

Last column: Löwdin charge in e.
Geometry (Å):
C1 4.95424 4.15091 0.84930  -0.081
C2 4.25734 3.55765 2.07234  -0.232
N1 3.28545 2.52653 1.77256  -0.173
C3 1.94099 2.81874 1.53061  -0.261
C4 0.99386 1.80721 1.68888  -0.037
C5 -0.33484 2.03130 1.38360  -0.059
C6 -0.75041 3.27965 0.95007  -0.087
C7 0.17440 4.30266 0.84332  -0.083
C8 1.51169 4.07971 1.12128  -0.024
S1 3.85751 1.01848 1.30601  0.704
O1 5.27418 1.14335 1.13779  -0.275
O2 3.38549 -0.00457 2.18877  -0.270
C9 3.06345 0.80688 -0.29521  -0.244
C10 3.45776 1.60442 -1.35435  -0.027
C11 2.78448 1.52205 -2.55838  -0.071
C12 1.69941 0.66103 -2.69058  -0.576
Cl1 0.87862 0.60547 -4.19039  0.778
C13 1.30944 -0.15693 -1.62515  -0.104
C14 0.11816 -1.04675 -1.70029  -0.456
O3 -0.82892 -0.88784 -2.42442  0.100
O4 0.22538 -2.06978 -0.83885  0.020
C15 -0.93530 -2.86719 -0.70859  -0.068
C16 -2.00841 -2.07656 0.01888  -0.391
O5 -1.82708 -0.97625 0.47087  0.120
N2 -3.24399 -2.68367 0.14119  0.185
C17 -3.64998 -3.94359 -0.27347  -0.427
O6 -2.89729 -4.73814 -0.77276  0.110
C18 -5.13458 -4.17902 -0.05826  -0.347
C19 -5.88873 -3.46619 -1.18745  -0.052
C20 -5.43538 -5.67430 -0.05928  -0.062
C21 2.01819 -0.08025 -0.42809  0.013
H1 5.57834 4.98542 1.15985  0.078
H2 4.23455 4.50599 0.11548  0.066
H3 5.58843 3.39482 0.39538  0.057
H4 5.00946 3.09383 2.71424  0.118
H5 3.74552 4.33550 2.64481  0.125
H6 1.31090 0.85367 2.07419  0.097
H7 -1.04395 1.22420 1.48133  0.092
H8 -1.78730 3.45616 0.70891  0.101
H9 -0.14019 5.28674 0.52720  0.103
H10 2.21176 4.89320 1.01930  0.100
H11 4.29330 2.27395 -1.23088  0.110
H12 3.08084 2.12806 -3.39972  0.109
H13 -1.31108 -3.17487 -1.69107  0.141
H14 -0.65335 -3.75297 -0.13733  0.149
H15 -3.93424 -2.09402 0.59405  0.159
H16 -5.43056 -3.74502 0.90272  0.140
H17 -5.67141 -2.40045 -1.20094  0.077
H18 -5.60342 -3.88830 -2.14800  0.092
H19 -6.95975 -3.59928 -1.05697  0.082
H20 -6.50490 -5.84399 0.03059  0.081
H21 -5.08164 -6.12207 -0.98391  0.084
H22 -4.93115 -6.16435 0.76964  0.084
H23 1.74472 -0.71126 0.40117  0.128

The LUMO energy is 0.02 eV. The value obtained for the energy above the lowest of the compared OMol25 structures with the same formula, charge and spin is 0.000 eV. The HOMO-LUMO gap comes out at 8.49 eV.